Here is a 13-piece molecular cluster, C53H85F4N7O9 overall from the OMol25 dataset. Energies are from ωB97M-V with the def2-TZVPD basis set.

XYZ file:
```
158
Properties=species:S:1:pos:R:3:forces:R:3
C -2.2986 -2.7296 3.6350 1.45 -1.71 1.97
C -1.7824 -2.2883 5.0513 -0.50 -0.31 0.31
C -1.9324 -3.5538 5.9515 0.58 -0.32 -0.09
O -2.8503 -4.4449 5.2802 0.38 1.04 -0.73
C -3.3413 -3.7837 4.0769 -0.07 1.69 1.96
H -1.4997 -3.2219 3.0882 0.14 -0.10 -0.22
H -2.5992 -1.8713 3.0902 -0.79 0.58 -0.63
H -2.5603 -1.6149 5.3894 0.01 0.61 0.27
H -0.7951 -1.7679 5.1381 -0.78 -0.62 -0.31
H -2.2596 -3.3844 7.0075 -0.14 0.29 -0.92
H -0.9710 -4.0761 6.0655 -0.13 0.02 -0.27
H -4.2528 -3.2314 4.3848 0.05 -0.23 -0.30
H -3.6036 -4.5362 3.3959 -0.08 -0.94 -0.99
C -4.6601 -0.0445 -3.6130 2.06 0.70 -0.27
C -4.7874 -1.1434 -2.5781 -0.09 -0.19 1.24
C -4.7284 -0.3484 -1.2202 -0.38 0.68 -0.95
O -4.4208 1.0358 -1.6071 -0.67 -0.66 0.83
C -4.9525 1.2513 -2.9116 -1.01 -0.07 0.72
H -5.2548 -0.0611 -4.4869 -0.60 -0.73 -1.03
H -3.5861 -0.0241 -3.8854 -0.51 0.06 -0.27
H -3.9364 -1.8646 -2.6650 -0.88 0.45 0.16
H -5.7500 -1.6606 -2.5998 0.24 -0.17 -0.26
H -4.0119 -0.7097 -0.5184 1.19 0.01 0.07
H -5.6414 -0.4159 -0.6060 -0.34 0.34 -0.75
H -4.5363 2.1820 -3.2891 0.52 -0.23 -0.23
H -6.0652 1.4196 -2.9834 0.58 -0.16 0.82
F -4.8086 -7.7296 -0.0123 0.05 0.53 -0.03
C -4.3991 -6.4302 0.0072 0.73 -0.73 -1.31
C -3.4659 -6.0114 -0.9701 -1.39 -1.22 1.10
C -3.0230 -4.7332 -0.8893 0.01 0.75 0.46
C -3.4717 -3.8471 0.0825 -0.22 0.76 0.13
C -4.4333 -4.2623 0.9793 0.49 -0.07 -0.11
C -4.8880 -5.5851 0.9446 -1.02 0.82 1.37
H -3.1753 -6.7026 -1.7395 0.26 -0.14 -0.11
H -2.2977 -4.3843 -1.5569 0.91 0.37 -1.07
H -3.0965 -2.8094 0.0920 -0.16 -0.80 0.08
H -4.7488 -3.5839 1.7600 -0.32 -0.05 -0.07
H -5.6527 -5.8726 1.6806 0.48 -0.25 -0.47
F -1.6565 -1.2201 -0.3698 1.11 0.86 -0.59
C -0.5619 -0.4459 -0.7584 -0.19 0.33 -0.19
C -0.7548 0.9064 -1.0861 0.25 0.36 0.85
C 0.3546 1.7447 -1.3228 -0.53 -1.56 0.14
C 1.6105 1.1253 -1.3669 -1.54 0.89 -0.35
C 1.7888 -0.2118 -1.1716 -0.97 -0.63 0.11
C 0.6823 -1.0340 -0.8456 1.01 -0.83 -0.38
H -1.7493 1.3263 -1.0283 -0.14 -0.04 -0.10
H 0.2428 2.8194 -1.4706 -0.09 -0.41 -0.04
H 2.3845 1.7092 -1.7563 1.49 0.78 -0.03
H 2.7917 -0.5574 -1.3446 0.09 -0.72 0.19
H 0.8332 -2.1376 -0.7990 -0.36 1.10 0.32
F 0.9293 -5.4827 2.8714 0.09 0.68 -0.88
C 1.3170 -4.9791 1.6576 0.73 -1.17 -0.81
C 0.4165 -4.8983 0.5906 -1.34 -0.90 1.35
C 0.8095 -4.6054 -0.7008 0.05 0.67 -0.21
C 2.1394 -4.3501 -0.9739 0.53 0.16 0.15
C 3.0326 -4.4198 0.1210 0.76 0.32 -2.33
C 2.6867 -4.8129 1.3905 -0.43 -0.07 0.52
H -0.6334 -5.2457 0.7266 0.81 0.63 0.23
H 0.0457 -4.4464 -1.4503 0.08 -0.45 -0.15
H 2.4867 -4.1395 -2.0255 -0.34 -0.08 1.42
H 4.0692 -4.1840 -0.1513 -0.18 -0.35 0.56
H 3.5083 -5.0694 2.0682 -0.68 0.41 0.20
F 5.2548 -0.8005 -0.6928 0.34 -0.49 0.29
C 5.8077 -1.7026 0.1952 -1.07 0.52 -0.12
C 5.2325 -1.7285 1.4732 -0.02 0.31 -1.58
C 5.7792 -2.6028 2.3972 -0.01 0.69 0.99
C 6.8722 -3.3766 2.0191 0.43 -1.14 -0.21
C 7.3315 -3.4186 0.6822 0.05 0.21 1.45
C 6.7993 -2.5474 -0.2572 -0.19 -0.49 0.82
H 4.3348 -1.0958 1.5838 0.68 -0.40 0.47
H 5.3950 -2.5403 3.4404 0.30 -0.40 -0.95
H 7.3371 -4.0689 2.7481 -0.34 0.59 -0.47
H 8.1624 -4.0841 0.4408 -0.37 0.15 -0.10
H 7.0917 -2.6605 -1.2745 0.13 0.50 -0.65
C 2.1317 6.4422 -3.0977 1.72 -0.63 1.50
O 3.0138 6.7274 -2.2895 -0.54 0.17 -0.58
N 2.0178 5.2225 -3.6615 0.46 0.05 -0.45
C 1.2117 5.0194 -4.8283 -0.63 0.00 -0.83
C 3.0729 4.2693 -3.4108 0.56 0.08 0.04
H 1.3525 7.1308 -3.3070 -1.02 0.75 -0.64
H 0.5746 4.1372 -4.7442 0.24 -0.13 -0.03
H 1.8047 4.9949 -5.7618 0.00 -0.27 0.43
H 0.5176 5.8400 -4.9706 -0.12 0.29 0.23
H 3.7509 4.0773 -4.2605 -0.17 0.62 0.12
H 3.6172 4.6107 -2.5328 0.23 -0.01 -0.29
H 2.6713 3.3109 -3.1879 -0.70 -0.87 0.25
C 0.2063 4.1228 1.2377 -1.19 -1.29 1.52
O -0.7090 4.1542 0.4024 0.97 0.09 0.79
N 1.4725 4.4587 1.0662 0.68 1.42 -0.67
C 2.3730 4.6156 2.2315 -0.99 0.37 -1.65
C 1.8131 5.1535 -0.1822 0.13 -1.22 0.92
H 0.1002 3.7090 2.2936 -0.65 0.37 -1.12
H 3.3075 4.1606 1.9977 0.51 -1.00 0.31
H 1.8197 4.2351 3.0765 0.49 -0.20 0.44
H 2.6298 5.6595 2.3226 -0.33 0.62 0.39
H 0.9164 5.3288 -0.7495 -0.24 0.14 -0.17
H 2.3693 6.0313 0.0099 0.24 1.21 0.33
H 2.4923 4.5325 -0.7204 0.36 -0.57 -0.73
C -2.2079 1.9993 3.9578 1.49 1.29 -1.07
O -1.1123 2.5208 3.6902 -1.36 -0.61 0.98
N -3.0717 1.6316 3.0124 -1.77 -1.17 -1.27
C -4.2971 0.9212 3.3949 1.22 1.13 1.09
C -2.8698 1.7964 1.5465 0.27 -2.04 1.42
H -2.6276 1.8642 4.9797 0.54 -0.03 -0.24
H -5.1413 1.5122 3.0510 -0.33 -0.23 0.11
H -4.2091 0.9271 4.5058 -0.88 -0.48 -0.72
H -4.3053 -0.0816 2.9881 -0.13 -0.26 0.00
H -2.5759 2.7577 1.3896 0.86 2.85 -0.66
H -2.0428 1.1757 1.2335 0.25 -0.31 -0.09
H -3.7212 1.5621 0.9061 -0.30 -0.09 0.64
C 4.9662 1.4119 2.7380 -0.95 1.66 -1.80
O 3.7884 1.7399 2.6931 0.10 -0.11 0.01
N 5.8314 1.6944 1.7411 1.64 0.18 0.07
C 7.2626 1.4072 1.9164 -0.61 -0.20 -0.34
C 5.4497 2.5186 0.6108 -0.55 0.66 0.82
H 5.3967 0.9506 3.5766 0.70 -1.07 1.31
H 7.6210 0.7409 1.1262 -0.02 0.15 -0.02
H 7.3551 0.8898 2.8433 0.19 -0.59 0.70
H 7.9256 2.2723 1.9990 -0.39 0.29 -0.29
H 4.3580 2.4581 0.5703 0.17 -0.01 -0.45
H 5.7070 3.5939 0.7899 -0.01 -0.75 -0.14
H 5.9373 2.1737 -0.2929 -0.07 -0.12 -0.16
C 2.8118 -0.3242 4.0224 -0.34 -1.80 -0.17
O 3.6600 -1.2050 4.2142 -0.15 1.25 0.37
N 1.7342 -0.5335 3.2471 -0.35 0.43 -1.22
C 0.9682 0.6005 2.7562 -0.35 -0.30 0.27
C 1.5133 -1.7939 2.5662 1.86 -0.23 0.88
H 2.7220 0.6563 4.4752 0.68 0.23 0.45
H -0.0496 0.2721 2.6039 -0.52 -0.15 0.22
H 1.2552 0.9789 1.7606 0.53 0.03 0.49
H 0.9512 1.3436 3.5495 0.04 0.37 -0.44
H 2.3522 -2.4360 2.8914 -0.66 -0.02 -0.01
H 0.5698 -2.2006 2.8879 -0.44 -0.30 -0.23
H 1.6337 -1.7236 1.4941 -0.41 0.22 -0.35
C -1.6192 -3.4233 -4.2440 0.01 0.24 0.84
O -1.0225 -3.7190 -3.2152 0.28 0.64 -0.53
N -1.6707 -2.2314 -4.8676 0.94 0.92 -0.20
C -2.4733 -2.0990 -6.0721 -0.37 0.26 -0.59
C -0.8010 -1.1158 -4.3969 -0.58 -1.33 0.32
H -2.2521 -4.1596 -4.6967 -0.65 -0.63 -0.65
H -2.7428 -1.0541 -6.3482 0.53 -0.55 0.64
H -3.4251 -2.5999 -5.9171 -0.10 -0.16 -0.03
H -2.0010 -2.5415 -6.9570 0.08 0.06 0.14
H 0.1755 -1.0363 -4.8936 -0.26 -0.37 -0.02
H -1.3353 -0.1920 -4.5595 -0.13 0.31 0.27
H -0.6718 -1.3839 -3.3371 0.27 0.75 -0.30
C -3.1218 4.6047 -4.0498 -0.11 0.52 -0.15
O -2.1174 4.0983 -4.5177 -0.09 0.07 0.13
N -3.2914 4.9944 -2.7545 1.03 -0.78 -1.72
C -4.5960 5.3875 -2.3391 -0.06 0.95 0.71
C -2.1884 4.8318 -1.7992 -1.03 -0.91 -0.29
H -4.0026 4.8694 -4.7151 0.53 -0.39 0.65
H -4.5479 6.3818 -1.8947 -0.12 0.21 0.03
H -4.9476 4.7346 -1.5485 -0.41 -0.35 -0.03
H -5.2791 5.4480 -3.1918 0.09 -0.28 0.24
H -1.5662 3.9679 -2.0289 -0.12 0.17 -0.41
H -1.5732 5.6992 -1.6990 0.33 0.69 -0.06
H -2.6295 4.5965 -0.8542 -0.17 0.09 0.70
```
Forces are in eV/Å.

Spin multiplicity: 1
Frontier orbital gap (eV): 9.18
E_tot (Ha): -3530.3337
LUMO energy (eV): 0.52